[1]
Entry from the Open Molecules 2025 dataset: a molecular structure, C12H40CsN8O12S in a non-equilibrium geometry (ωB97M-V/def2-TZVPD).

Output
Charge: -1
Frontier orbital gap (eV): 8.22
ΔE to the lowest compared entry with this formula, charge and spin (kcal/mol): 0.0
DFT total energy (a.u.): -2240.83013
LUMO (eV): 1.05

Geometry (Å):
Cs 2.696 2.658 -2.072
S 0.401 0.009 -0.251
O 0.889 -0.604 -1.489
O -0.991 -0.405 -0.014
O 1.327 -0.382 0.826
O 0.470 1.454 -0.488
C 2.414 2.878 2.372
O 2.957 3.779 3.018
N 2.600 1.568 2.652
N 1.637 3.142 1.272
H 3.100 1.304 3.479
H 2.120 0.866 2.109
H 1.776 4.084 0.949
H 1.183 2.379 0.758
C 4.412 -0.820 -1.570
O 5.608 -0.883 -1.865
N 4.018 -0.683 -0.272
N 3.405 -1.032 -2.450
H 3.054 -0.607 0.012
H 4.704 -0.842 0.441
H 2.465 -0.978 -2.090
H 3.545 -1.103 -3.439
C -1.983 3.608 -1.483
O -2.604 4.595 -1.915
N -2.457 2.342 -1.515
N -0.721 3.759 -1.013
H -3.407 2.101 -1.704
H -1.802 1.668 -1.157
H -0.404 4.705 -0.925
H -0.343 2.959 -0.508
C -2.373 -2.223 -3.045
O -3.304 -2.761 -3.644
N -1.114 -2.731 -3.037
N -2.497 -1.051 -2.354
H -0.382 -2.269 -2.521
H -0.813 -3.547 -3.531
H -1.857 -0.875 -1.568
H -3.379 -0.577 -2.376
C 0.027 1.983 -5.429
C -0.036 1.299 -4.073
O 1.087 0.398 -4.048
H 1.021 2.427 -5.484
H -0.663 2.827 -5.337
H -0.275 1.305 -6.220
H -0.975 0.794 -3.845
H 0.145 2.048 -3.294
H 1.097 -0.034 -3.183
C -4.131 -3.550 2.004
C -3.515 -2.495 1.118
O -2.098 -2.597 1.118
H -4.087 -4.533 1.528
H -5.180 -3.329 2.203
H -3.574 -3.701 2.932
H -3.797 -1.478 1.405
H -3.919 -2.685 0.115
H -1.761 -1.825 0.623
C -1.046 0.918 3.332
C -1.832 1.851 2.418
O -2.649 1.095 1.551
H -0.425 1.380 4.102
H -0.358 0.243 2.814
H -1.734 0.196 3.782
H -1.124 2.507 1.902
H -2.435 2.515 3.037
H -2.077 0.525 0.992
C 2.456 -3.345 4.494
C 1.956 -2.134 3.701
O 2.450 -2.290 2.378
H 2.380 -3.168 5.569
H 3.521 -3.439 4.277
H 1.953 -4.272 4.226
H 2.414 -1.239 4.140
H 0.869 -2.035 3.740
H 1.966 -1.647 1.821

Mulliken population analysis, charges in e, atoms 1 to 2: atom 1 (Cs): 1.082, atom 2 (S): 0.201

[2]
Entry from the Open Molecules 2025 dataset: a single C5H6N2O2 molecule in a non-equilibrium geometry (ωB97M-V/def2-TZVPD).

Output
Charge: 0
SMILES: [H]/N=C(\C(=O)C=O)N1CC1
Frontier orbital gap (eV): 8.92
ΔE to the lowest compared entry with this formula, charge and spin (kcal/mol): 73.6
DFT total energy (a.u.): -454.01685
LUMO (eV): -0.70

Geometry (Å):
C 0.434 -0.528 0.726
C 0.421 1.829 -0.096
C 1.326 1.840 1.036
C -0.462 -1.132 -0.328
C -1.597 -0.075 -0.693
H 1.425 -2.118 0.996
H -0.395 2.567 -0.095
H 0.829 1.471 -1.075
H 1.100 2.570 1.788
H 2.319 1.455 0.873
H -2.137 0.383 0.188
N 1.333 -1.182 1.321
N 0.320 0.845 0.948
O -0.216 -2.130 -0.946
O -1.714 0.183 -1.857

natural (NBO) population analysis, charges in e, atoms 1 to 2: atom 1 (C): 0.304, atom 2 (C): -0.255

[3]
Entry from the Open Molecules 2025 dataset: a single CH4FNOP2 molecule in a non-equilibrium geometry (ωB97M-V/def2-TZVPD).

Output
Multiplicity: 3
Charge: 0
Frontier orbital gap (spin up / spin down) (eV): 8.17 / 7.92
ΔE to the lowest compared entry with this formula, charge and spin (kcal/mol): 0.0
DFT total energy (a.u.): -952.95387
LUMO (spin up / spin down) (eV): 0.35 / -1.75

Geometry (Å):
C -0.678 0.345 -1.347
N 0.272 0.162 1.981
O -1.605 -0.255 -0.416
F 1.375 -1.266 0.212
P -1.740 -0.060 1.142
P 1.571 0.132 1.005
H -1.331 0.889 -1.981
H -0.077 -0.504 -1.749
H -0.185 1.117 -0.894
H 2.397 -0.560 2.047

natural (NBO) population analysis, charges in e, atoms 1 to 2: atom 1 (C): -0.250, atom 2 (N): -1.002

[4]
Entry from the Open Molecules 2025 dataset: 5 unconnected molecules or ions with the total composition C18H47NO8P (ωB97M-V/def2-TZVPD).

Output
Charge: -1
Frontier orbital gap (eV): 5.28
DFT total energy (a.u.): -1711.72088
LUMO (eV): 2.02

Geometry (Å):
C 6.109 -2.098 -5.697
C 4.896 -2.034 -5.706
P 2.972 -1.827 -5.654
N 1.171 -1.610 -5.614
H 7.166 -1.970 -5.662
H 2.839 -3.264 -5.750
H 2.958 -1.684 -7.116
H 3.213 -0.377 -5.546
H 3.032 -1.900 -4.191
H 0.883 -0.982 -6.357
H 0.896 -1.177 -4.737
C 2.627 -1.739 -0.644
O 3.146 -2.881 -1.293
C 4.551 -2.835 -1.484
C 5.268 -3.692 -0.465
O 5.095 -3.221 0.869
C 4.070 -3.895 1.568
H 1.610 -1.977 -0.327
H 3.217 -1.464 0.235
H 2.584 -0.891 -1.335
H 4.912 -1.803 -1.446
H 4.758 -3.220 -2.487
H 6.341 -3.672 -0.677
H 4.928 -4.730 -0.544
H 4.403 -4.893 1.879
H 3.165 -3.991 0.963
H 3.837 -3.310 2.459
C 0.452 0.355 1.323
O 0.723 1.174 0.197
C -0.140 2.289 0.086
C 0.501 3.562 0.596
O 0.776 3.504 1.990
C 2.121 3.170 2.283
H 1.306 -0.308 1.457
H 0.317 0.945 2.233
H -0.438 -0.257 1.149
H -1.080 2.099 0.617
H -0.374 2.418 -0.975
H -0.193 4.392 0.435
H 1.416 3.772 0.033
H 2.778 4.029 2.108
H 2.467 2.326 1.684
H 2.170 2.898 3.337
C -2.530 -1.848 3.387
O -1.737 -2.160 2.258
C -1.342 -3.523 2.200
C -2.207 -4.326 1.252
O -3.556 -4.395 1.690
C -4.408 -3.475 1.031
H -2.984 -0.873 3.210
H -3.321 -2.584 3.543
H -1.910 -1.786 4.289
H -1.359 -3.968 3.200
H -0.310 -3.547 1.836
H -1.823 -5.349 1.211
H -2.152 -3.905 0.244
H -4.636 -3.819 0.017
H -3.965 -2.478 0.980
H -5.335 -3.420 1.600
C -2.690 4.640 1.784
O -2.980 4.878 0.417
C -4.060 4.104 -0.077
C -5.350 4.894 -0.130
O -5.797 5.282 1.160
C -5.459 6.614 1.497
H -2.025 5.433 2.124
H -3.591 4.645 2.402
H -2.173 3.682 1.903
H -4.193 3.202 0.530
H -3.799 3.790 -1.092
H -6.130 4.264 -0.569
H -5.226 5.773 -0.771
H -6.111 7.322 0.972
H -4.417 6.840 1.258
H -5.608 6.730 2.570

Mulliken population analysis, charges in e, atoms 1 to 2: atom 1 (C): -0.177, atom 2 (C): -0.484

[5]
Entry from the Open Molecules 2025 dataset: 6 unconnected molecules or ions with the total composition C44H46BF43O9S in a non-equilibrium geometry (ωB97M-V/def2-TZVPD).

Output
Charge: 0
SMILES: CC(C)=CCC[C@@H](C)CCC1=C(S)C(=O)C(B(O)O)=C(CCC(F)(F)F)C1=O.FC(F)C(F)(F)COC(F)(F)C(F)F.FC(F)C(F)(F)COC(F)(F)C(F)F.FC(F)C(F)(F)COC(F)(F)C(F)F.FC(F)C(F)(F)COC(F)(F)C(F)F.FC(F)C(F)(F)COC(F)(F)C(F)F
Frontier orbital gap (eV): 5.07
DFT total energy (a.u.): -7098.13019
LUMO (eV): -1.95

Geometry (Å):
C -0.584 -11.116 4.384
C -0.444 -9.485 4.619
C -1.799 -8.583 4.361
C 0.876 -8.964 5.067
C 1.961 -8.130 4.163
C 2.332 -8.810 2.718
C 1.668 -8.006 1.413
C 0.061 -8.322 1.462
C 2.074 -6.422 1.348
C 0.934 -5.427 0.721
C 1.310 -3.817 0.975
C 1.284 -3.240 2.372
S 0.865 -4.193 3.929
C 1.625 -1.607 2.494
O 2.345 -1.112 3.504
C 0.949 -0.679 1.277
B 0.256 0.783 1.649
O -1.114 0.700 2.267
O 0.891 2.108 1.418
C 0.982 -1.260 -0.125
C 0.335 -0.476 -1.413
C 1.458 0.381 -2.305
C 0.764 1.012 -3.678
F 1.301 0.402 -4.918
F 0.939 2.494 -3.767
F -0.725 0.777 -3.711
C 1.681 -2.772 -0.275
O 2.494 -3.111 -1.297
H -0.007 -11.344 3.374
H -1.720 -11.439 4.341
H 0.015 -11.643 5.260
H -2.700 -8.900 5.069
H -1.569 -7.417 4.446
H -2.198 -8.768 3.254
H 1.154 -9.129 6.210
H 2.979 -8.104 4.786
H 1.589 -7.020 4.111
H 1.974 -9.936 2.748
H 3.501 -8.772 2.554
H 2.088 -8.519 0.422
H -0.435 -7.498 2.167
H -0.446 -8.191 0.391
H -0.174 -9.408 1.832
H 2.489 -6.024 2.394
H 3.014 -6.351 0.615
H 0.931 -5.603 -0.459
H -0.144 -5.561 1.156
H -0.358 -4.895 3.744
H -1.166 1.285 3.080
H 1.824 1.990 1.815
H -0.611 0.179 -1.169
H -0.051 -1.322 -2.162
H 1.859 1.234 -1.605
H 2.271 -0.408 -2.623
C -8.326 -9.104 5.710
C -7.340 -9.741 6.699
C -6.048 -8.960 6.916
F -5.333 -8.822 5.776
F -5.240 -9.608 7.795
F -7.092 -11.023 6.318
F -7.986 -9.833 7.905
O -8.293 -9.610 4.372
C -7.294 -9.044 3.528
C -6.233 -10.066 3.095
F -5.602 -10.630 4.156
F -5.264 -9.475 2.343
F -6.763 -7.955 4.133
F -7.953 -8.577 2.434
H -9.333 -9.354 6.068
H -8.294 -8.007 5.733
H -6.249 -7.966 7.323
H -6.678 -10.868 2.505
C 4.243 -5.990 7.535
C 2.855 -5.649 6.973
C 2.193 -4.420 7.587
F 1.988 -4.558 8.917
F 0.970 -4.210 7.034
F 2.056 -6.746 7.063
F 3.013 -5.417 5.630
O 4.282 -6.999 8.548
C 4.007 -6.547 9.872
C 2.714 -7.142 10.447
F 1.632 -6.850 9.681
F 2.453 -6.640 11.685
F 4.022 -5.193 9.894
F 5.068 -6.943 10.626
H 4.818 -6.418 6.705
H 4.808 -5.095 7.826
H 2.791 -3.521 7.419
H 2.783 -8.227 10.529
C 1.012 5.044 0.095
C 2.049 5.761 0.971
C 1.545 7.018 1.673
F 1.137 7.965 0.798
F 2.536 7.583 2.411
F 3.161 6.014 0.229
F 2.445 4.869 1.935
O 1.061 5.333 -1.305
C 0.380 6.519 -1.708
C 1.331 7.590 -2.263
F 2.279 7.949 -1.360
F 0.654 8.728 -2.578
F -0.382 6.967 -0.683
F -0.491 6.134 -2.680
H 1.239 3.972 0.158
H -0.006 5.130 0.496
H 0.718 6.789 2.350
H 1.839 7.238 -3.161
C 2.510 9.388 -6.127
C 3.547 10.105 -5.251
C 3.043 11.362 -4.550
F 2.635 12.309 -5.425
F 4.034 11.928 -3.812
F 4.659 10.358 -5.993
F 3.943 9.213 -4.287
O 2.559 9.678 -7.527
C 1.878 10.863 -7.931
C 2.829 11.935 -8.485
F 3.777 12.293 -7.583
F 2.152 13.072 -8.801
F 1.116 11.311 -6.906
F 1.007 10.478 -8.902
H 2.737 8.317 -6.065
H 1.492 9.475 -5.727
H 2.216 11.134 -3.873
H 3.337 11.582 -9.383
C -1.457 11.776 -10.602
C -1.030 13.153 -11.129
C -2.087 14.247 -11.010
F -3.207 13.956 -11.710
F -1.618 15.419 -11.512
F -0.586 13.023 -12.408
F 0.064 13.540 -10.397
O -1.924 10.843 -11.581
C -3.295 10.976 -11.948
C -3.480 11.394 -13.414
F -2.865 12.571 -13.692
F -4.797 11.570 -13.709
F -3.911 11.810 -11.078
F -3.852 9.751 -11.747
H -0.555 11.306 -10.190
H -2.141 11.848 -9.747
H -2.362 14.420 -9.967
H -3.080 10.638 -14.091

Mulliken population analysis, charges in e, atoms 1 to 2: atom 1 (C): -0.792, atom 2 (C): 0.779

[6]
Entry from the Open Molecules 2025 dataset: a single C10H10O3S molecule in a non-equilibrium geometry (ωB97M-V/def2-TZVPD).

Output
Charge: 0
Frontier orbital gap (spin up / spin down) (eV): 6.85 / 6.84
ΔE to the lowest compared entry with this formula, charge and spin (kcal/mol): 103.9
DFT total energy (a.u.): -1010.77670
LUMO (spin up / spin down) (eV): -1.80 / -1.80

Geometry (Å):
C -1.863 0.590 2.914
C -0.663 -0.070 3.296
C -1.855 1.451 1.822
C 0.453 0.124 2.533
C -0.710 1.631 1.047
C 0.419 0.839 1.363
C -0.051 -0.710 -1.295
C 1.483 0.851 0.451
C 0.654 -1.181 -2.318
C 0.199 -2.164 -3.372
O -0.967 -0.451 -0.599
O 0.321 1.974 -1.712
O 2.526 0.791 -1.918
S 1.274 1.037 -1.200
H -2.777 0.540 3.460
H -0.421 -0.749 4.099
H -2.767 1.880 1.548
H 1.253 -0.450 2.821
H -0.643 2.360 0.198
H 2.311 0.170 0.539
H 1.697 -0.945 -2.335
H -0.309 -3.144 -2.989
H 0.921 -2.602 -4.135
H -0.486 -1.773 -4.217

natural (NBO) population analysis, charges in e, atoms 1 to 2: atom 1 (C): -0.154, atom 2 (C): -0.213

[7]
Entry from the Open Molecules 2025 dataset: 2 unconnected molecules or ions with the total composition C6H16N2O2 in a non-equilibrium geometry (ωB97M-V/def2-TZVPD).

Output
Charge: 0
SMILES: C[C@@H](N)C(O)O.C[C@@H]1CN1
Frontier orbital gap (eV): 8.87
ΔE to the lowest compared entry with this formula, charge and spin (kcal/mol): 84.3
DFT total energy (a.u.): -498.11860
LUMO (eV): 0.60

Geometry (Å):
C -1.354 -0.792 0.501
C -1.092 -0.540 -1.200
C -2.288 -1.183 -1.882
N -0.962 0.784 -1.665
O -0.415 -0.846 1.574
O -2.372 0.116 0.824
H -2.882 -0.218 1.572
H -0.500 -0.030 2.084
H -1.755 -1.821 0.508
H -0.166 -1.088 -1.382
H -0.110 1.251 -1.292
H -1.774 1.343 -1.425
H -3.192 -0.637 -1.623
H -2.144 -1.145 -2.958
H -2.410 -2.219 -1.576
C 2.400 0.851 0.244
C 1.733 1.862 1.100
C 2.772 -0.501 0.798
N 1.009 1.183 0.049
H 0.382 0.418 0.405
H 3.061 1.221 -0.535
H 1.924 2.914 0.928
H 1.526 1.608 2.135
H 2.819 -1.239 -0.002
H 3.748 -0.460 1.282
H 2.043 -0.833 1.535

natural (NBO) population analysis, charges in e, atoms 1 to 2: atom 1 (C): 0.319, atom 2 (C): -0.043

Q: DFT total energy of number 3 (CH4FNOP2)?
A: -952.95387 a.u.